Record 1
Computed, not measured: 2 unconnected molecules or ions with the total composition C50H46N3 at a distorted geometry, with the ωB97M-V functional and the def2-TZVPD basis.

HOMO energy: -9.0591 eV
LUMO energy: -0.1928 hartree
Maximum force: 1.7 eV Å⁻¹
Energy: -2096.87674 Ha
Energy relative to the best compared isomer or geometry (same formula, charge and spin): 0.00 kJ/mol
Orbital gap: 3.813 eV
Net charge: +1

Cartesian coordinates (Å):
C -0.640 3.357 -1.323
N -0.226 4.720 -1.643
C 1.095 5.048 -1.532
C 2.058 4.112 -1.255
C 3.503 4.449 -1.150
C 3.794 5.948 -0.941
C 2.943 6.795 -1.878
C 1.445 6.525 -1.706
C -1.235 5.639 -2.088
C -1.946 6.407 -1.151
C -2.925 7.302 -1.582
C -3.220 7.415 -2.946
C -2.533 6.633 -3.881
C -1.551 5.737 -3.455
H -1.731 3.297 -1.413
H -0.189 2.620 -2.007
H -0.355 3.087 -0.293
H 1.803 3.056 -1.129
H 3.952 3.875 -0.330
H 4.035 4.134 -2.063
H 3.573 6.219 0.097
H 4.856 6.154 -1.111
H 3.143 7.859 -1.711
H 3.223 6.570 -2.914
H 0.909 6.976 -2.554
H 1.099 7.075 -0.812
H -1.694 6.295 -0.093
H -3.450 7.912 -0.845
H -3.988 8.114 -3.280
H -2.751 6.719 -4.947
H -1.000 5.112 -4.164
C 6.677 -2.644 4.457
C 7.264 -2.364 3.218
C 6.656 -2.808 2.041
C 5.455 -3.530 2.099
N 4.828 -3.965 0.887
C 4.994 -5.320 0.448
C 4.222 -6.348 0.988
C 4.361 -7.653 0.501
C 5.278 -7.928 -0.518
C 6.059 -6.898 -1.054
C 5.917 -5.595 -0.572
C 3.704 -3.246 0.398
C 3.899 -2.187 -0.512
C 2.820 -1.466 -0.992
C 1.481 -1.750 -0.571
C 0.432 -0.895 -1.004
C -0.915 -0.874 -0.553
C -1.884 -0.105 -1.280
C -3.226 -0.129 -0.944
C -3.685 -0.958 0.101
N -5.073 -1.035 0.363
C -5.711 -2.320 0.412
C -5.599 -3.142 1.533
C -6.181 -4.417 1.525
C -6.896 -4.855 0.408
C -7.039 -4.018 -0.705
C -6.447 -2.753 -0.702
C -5.683 0.085 1.014
C -6.457 0.993 0.281
C -7.033 2.096 0.921
C -6.844 2.287 2.293
C -6.073 1.380 3.026
C -5.489 0.283 2.385
C -2.754 -1.652 0.881
C -1.396 -1.545 0.612
C 1.312 -2.916 0.237
C 2.401 -3.605 0.758
C 4.876 -3.818 3.338
C 5.487 -3.376 4.517
H 7.149 -2.294 5.376
H 8.194 -1.797 3.161
H 7.088 -2.610 1.059
H 3.514 -6.111 1.783
H 3.743 -8.446 0.923
H 5.384 -8.945 -0.898
H 6.778 -7.100 -1.849
H 6.503 -4.765 -0.969
H 4.920 -1.966 -0.829
H 2.976 -0.656 -1.705
H 0.685 -0.194 -1.802
H -1.541 0.500 -2.122
H -3.964 0.458 -1.497
H -5.048 -2.777 2.402
H -6.063 -5.059 2.399
H -7.347 -5.848 0.403
H -7.604 -4.345 -1.579
H -6.535 -2.076 -1.554
H -6.587 0.815 -0.788
H -7.627 2.801 0.339
H -7.294 3.146 2.791
H -5.916 1.518 4.096
H -4.878 -0.437 2.933
H -3.109 -2.255 1.720
H -0.704 -1.992 1.320
H 0.322 -3.300 0.462
H 2.252 -4.438 1.449
H 3.948 -4.392 3.359
H 5.023 -3.607 5.477

Forces on atoms 1 to 6 (eV/Å):
-0.21 0.45 -0.08
-1.15 -0.64 0.14
1.70 -0.35 0.05
-1.22 0.77 -0.28
0.89 0.33 0.00
-0.23 -0.31 0.05

Record 2
Computed, not measured: a molecular structure, C50H47BClF5LaN5O2S4Te at a distorted geometry, with the ωB97M-V functional and the def2-TZVPD basis.

Multiplicity: 2
HOMO energy (alpha / beta): -4.4048 / -4.4230 eV
LUMO energy (alpha / beta): 0.0643 / 0.0602 hartree
Maximum force: 3.2 eV Å⁻¹
Energy: -5234.76616 Ha
Energy relative to the best compared isomer or geometry (same formula, charge and spin): 540.24 kJ/mol
Orbital gap (alpha / beta): 6.154 / 6.062 eV
Net charge: -1
Expectation value of S²: 0.76

Cartesian coordinates (Å):
La -0.955 -0.930 0.882
S 1.157 1.347 7.966
C 2.576 0.474 8.336
C 2.846 -0.449 7.378
C 1.879 -0.442 6.322
C 0.898 0.484 6.500
C -0.263 0.769 5.614
C -0.326 0.156 4.347
N -1.315 0.307 3.497
C -2.346 1.097 3.848
C -2.379 1.768 5.069
C -3.499 2.619 5.386
C -4.510 2.779 4.512
C -4.502 2.100 3.239
C -5.516 2.273 2.280
C -5.446 1.620 1.082
C -4.355 0.753 0.884
N -3.397 0.573 1.758
C -3.448 1.251 2.916
C -6.439 1.773 -0.013
C -6.333 1.325 -1.295
C -7.472 1.645 -2.101
C -8.420 2.331 -1.410
S -7.938 2.590 0.210
C -1.300 1.583 5.954
H 3.129 0.690 9.244
H 3.698 -1.121 7.415
H 1.910 -1.124 5.474
H 0.479 -0.490 4.017
H -3.505 3.131 6.343
H -5.348 3.428 4.747
H -6.342 2.943 2.503
H -4.272 0.164 -0.022
H -5.459 0.789 -1.664
H -7.571 1.372 -3.148
H -9.378 2.699 -1.760
H -1.321 2.082 6.921
F 0.697 -3.446 2.971
B 0.686 -2.283 2.208
F 2.014 -1.964 1.935
F -2.034 0.834 -1.650
C -1.543 1.258 -0.381
F -2.198 2.468 -0.215
F -0.243 1.703 -0.716
Cl -3.184 -2.144 -0.083
S -2.058 -2.343 5.469
C -1.225 -3.751 5.263
N -1.357 -4.608 4.238
C -0.350 -5.654 4.091
C 0.190 -5.911 5.498
S -0.005 -4.333 6.380
H -1.812 -4.248 3.414
H 0.440 -5.318 3.421
H -0.805 -6.552 3.679
H 1.241 -6.186 5.480
H -0.379 -6.676 6.021
C 4.156 2.395 1.898
N 2.737 2.247 1.639
C 1.975 3.410 1.191
C 2.123 1.058 1.805
O 0.924 0.891 1.641
H 4.345 2.924 2.837
H 4.623 2.957 1.087
H 4.625 1.412 1.953
H 1.823 4.120 2.010
H 1.007 3.078 0.823
H 2.516 3.908 0.385
H 2.792 0.232 2.090
C 3.357 4.625 -7.169
C 2.777 3.562 -6.268
C 2.121 3.891 -5.093
C 1.564 2.919 -4.256
C 0.837 3.389 -3.010
C 1.676 1.560 -4.590
Te 0.540 -0.040 -3.297
N 0.209 -1.040 -1.332
C -0.155 -2.333 -1.416
O -0.127 -3.065 -0.378
C -0.636 -2.989 -2.699
C -0.044 -4.183 -3.100
C -0.452 -4.818 -4.266
C -1.497 -4.285 -5.016
C -2.141 -3.133 -4.579
C -1.708 -2.485 -3.429
C 2.367 -1.135 -3.237
C 2.436 -2.389 -3.837
C 3.535 -3.219 -3.639
C 4.581 -2.786 -2.836
C 4.521 -1.529 -2.243
C 3.424 -0.689 -2.424
C 3.404 0.665 -1.752
C 2.301 1.211 -5.812
C 2.387 -0.202 -6.365
C 2.847 2.219 -6.612
H 3.358 5.600 -6.678
H 2.778 4.716 -8.091
H 4.384 4.386 -7.452
H 2.018 4.941 -4.817
H 0.718 4.475 -3.022
H 1.378 3.112 -2.102
H -0.153 2.941 -2.918
H 0.752 -4.597 -2.488
H 0.032 -5.734 -4.583
H -1.817 -4.777 -5.928
H -2.992 -2.741 -5.131
H -2.230 -1.610 -3.061
H 1.623 -2.726 -4.473
H 3.565 -4.199 -4.105
H 5.444 -3.422 -2.670
H 5.340 -1.194 -1.610
H 4.256 0.768 -1.076
H 2.483 0.796 -1.177
H 3.448 1.467 -2.494
H 1.434 -0.730 -6.270
H 3.135 -0.794 -5.843
H 2.658 -0.175 -7.425
H 3.330 1.937 -7.549

Forces on atoms 1 to 6 (eV/Å):
-1.95 0.93 -0.53
-0.20 0.29 0.11
0.10 -0.01 0.12
-0.07 -0.16 -0.30
0.41 -0.41 -0.03
-0.50 0.22 -0.30

Question: Which of these has the lowest maximum force?
Answer: C50H46N3